DFT (wB97M-V/def2-TZVPD) results for 7 unconnected molecules or ions with the total composition C39H101B2N6O2 at a distorted geometry.

Positions of all 150 atoms, in Å:
C (6.09, -0.51, 2.11)
C (5.21, -1.25, 3.16)
B (3.62, -1.36, 2.76)
C (3.32, -2.26, 1.40)
B (2.94, 0.17, 2.58)
O (3.43, 1.36, 3.19)
O (1.75, 0.36, 1.78)
H (5.82, -0.76, 1.08)
H (7.15, -0.72, 2.28)
H (5.95, 0.56, 2.24)
H (5.28, -0.65, 4.08)
H (5.65, -2.23, 3.40)
H (3.05, -1.88, 3.70)
H (2.38, -2.81, 1.50)
H (4.11, -3.00, 1.17)
H (3.23, -1.61, 0.51)
H (3.26, 2.07, 2.57)
H (1.13, -0.24, 2.16)
C (-4.26, -1.08, -2.19)
C (-3.61, -0.25, -1.11)
N (-2.84, -1.03, -0.16)
C (-2.45, -0.27, 1.02)
C (-1.51, 0.91, 0.83)
C (-1.81, -1.88, -0.73)
C (-0.73, -1.21, -1.58)
H (-4.88, -1.87, -1.76)
H (-4.91, -0.45, -2.81)
H (-3.53, -1.54, -2.86)
H (-4.41, 0.27, -0.56)
H (-3.00, 0.54, -1.58)
H (-2.02, -0.96, 1.75)
H (-3.37, 0.10, 1.50)
H (-0.49, 0.58, 0.64)
H (-1.47, 1.51, 1.74)
H (-1.82, 1.57, 0.02)
H (-2.30, -2.64, -1.34)
H (-1.33, -2.44, 0.08)
H (-1.14, -0.49, -2.29)
H (-0.20, -1.97, -2.17)
H (0.02, -0.71, -0.97)
C (-1.94, 6.80, -4.13)
C (-2.11, 5.34, -4.52)
N (-1.25, 4.44, -3.77)
C (-1.20, 3.10, -4.31)
C (-2.49, 2.27, -4.31)
C (-1.36, 4.53, -2.32)
C (-2.73, 4.28, -1.69)
H (-0.89, 7.10, -4.22)
H (-2.52, 7.43, -4.80)
H (-2.28, 7.00, -3.12)
H (-1.86, 5.24, -5.58)
H (-3.17, 5.07, -4.42)
H (-0.42, 2.54, -3.79)
H (-0.85, 3.17, -5.35)
H (-2.73, 1.92, -3.31)
H (-2.36, 1.39, -4.94)
H (-3.34, 2.83, -4.70)
H (-1.01, 5.52, -2.01)
H (-0.63, 3.84, -1.88)
H (-3.53, 4.81, -2.21)
H (-2.73, 4.65, -0.66)
H (-2.98, 3.22, -1.65)
C (0.18, 2.81, 4.10)
C (0.15, 3.33, 5.53)
N (-0.04, 2.27, 6.50)
C (-0.35, 2.76, 7.83)
C (0.72, 3.58, 8.56)
C (0.92, 1.17, 6.43)
C (2.41, 1.51, 6.56)
H (-0.71, 2.22, 3.87)
H (0.22, 3.65, 3.40)
H (1.06, 2.19, 3.91)
H (-0.69, 4.03, 5.62)
H (1.06, 3.91, 5.72)
H (-0.63, 1.91, 8.46)
H (-1.25, 3.37, 7.76)
H (1.54, 2.96, 8.92)
H (0.28, 4.07, 9.44)
H (1.13, 4.37, 7.93)
H (0.78, 0.66, 5.47)
H (0.66, 0.43, 7.18)
H (2.70, 2.38, 5.96)
H (3.01, 0.67, 6.21)
H (2.69, 1.70, 7.60)
C (5.85, 3.00, 8.54)
C (5.47, 2.47, 9.92)
N (5.87, 1.09, 10.13)
C (5.27, 0.49, 11.31)
C (5.63, 1.08, 12.68)
C (7.28, 0.81, 9.93)
C (8.30, 1.60, 10.76)
H (5.46, 2.35, 7.75)
H (5.42, 3.99, 8.40)
H (6.93, 3.08, 8.42)
H (4.38, 2.52, 10.00)
H (5.88, 3.15, 10.68)
H (5.49, -0.58, 11.31)
H (4.18, 0.56, 11.19)
H (6.64, 0.80, 12.99)
H (4.95, 0.69, 13.44)
H (5.56, 2.17, 12.70)
H (7.51, 0.97, 8.87)
H (7.45, -0.26, 10.08)
H (8.07, 2.66, 10.79)
H (9.29, 1.49, 10.31)
H (8.37, 1.23, 11.78)
C (-4.74, -2.98, -5.69)
C (-4.88, -4.46, -6.05)
N (-4.00, -5.32, -5.27)
C (-3.91, -6.67, -5.80)
C (-5.18, -7.53, -5.80)
C (-4.12, -5.20, -3.83)
C (-5.50, -5.46, -3.20)
H (-3.70, -2.65, -5.77)
H (-5.34, -2.38, -6.38)
H (-5.09, -2.77, -4.68)
H (-4.61, -4.56, -7.10)
H (-5.93, -4.75, -5.96)
H (-3.12, -7.20, -5.27)
H (-3.56, -6.59, -6.84)
H (-5.43, -7.88, -4.80)
H (-5.02, -8.41, -6.42)
H (-6.04, -7.00, -6.20)
H (-3.80, -4.20, -3.54)
H (-3.39, -5.87, -3.36)
H (-6.30, -4.96, -3.74)
H (-5.51, -5.07, -2.18)
H (-5.73, -6.52, -3.14)
C (-3.24, -0.52, -9.10)
C (-2.24, -1.05, -10.12)
N (-0.89, -1.16, -9.61)
C (0.10, -1.37, -10.65)
C (0.03, -2.67, -11.45)
C (-0.72, -1.96, -8.41)
C (-1.18, -3.42, -8.45)
H (-2.91, 0.43, -8.68)
H (-4.21, -0.36, -9.58)
H (-3.39, -1.23, -8.28)
H (-2.23, -0.35, -10.96)
H (-2.61, -2.01, -10.52)
H (1.10, -1.27, -10.21)
H (0.02, -0.53, -11.35)
H (0.39, -3.52, -10.88)
H (0.68, -2.59, -12.33)
H (-0.97, -2.88, -11.81)
H (-1.26, -1.46, -7.59)
H (0.32, -1.92, -8.10)
H (-2.16, -3.54, -8.92)
H (-1.26, -3.81, -7.44)
H (-0.47, -4.06, -8.98)

Results
charge: -1
orbital gap: 0.226 Eh
largest force on an atom: 1.610 eV Å⁻¹
E_LUMO: 2.00 eV